(1)
C4H8O2 | ωB97M-V with the def2-TZVPD basis set

```
14
Properties=species:S:1:pos:R:3:forces:R:3:lowdin_charge:R:1
O 1.110 0.381 -1.759 0.1845 0.1897 0.1531 -0.057
C -0.263 0.570 -1.503 -0.3403 0.0002 0.0116 -0.218
C -0.646 0.227 -0.079 -0.1666 -0.0739 -0.2755 -0.320
C -0.079 -1.066 0.516 0.0364 -0.1402 -0.0294 -0.087
C 0.322 -0.164 1.686 0.1504 -0.1781 0.2631 -0.170
O 0.060 1.017 0.902 0.0122 0.1362 -0.0283 -0.095
H 1.585 0.940 -1.129 0.0046 -0.0784 -0.0905 0.094
H -0.575 1.600 -1.736 0.0519 -0.1401 0.0717 0.126
H -0.806 -0.106 -2.173 0.0523 0.1010 0.0453 0.130
H -1.735 0.337 0.047 0.1421 -0.0140 -0.0147 0.149
H -0.768 -1.892 0.703 0.0809 0.1418 0.0160 0.109
H 0.786 -1.404 -0.059 -0.1480 -0.0374 0.0981 0.109
H 1.360 -0.207 2.031 -0.1422 0.0198 -0.0646 0.115
H -0.351 -0.231 2.553 0.0818 0.0735 -0.1559 0.115
```
Forces are in eV/Å.

* E_LUMO: 0.03833 Eh
* orbital gap: 0.401 Ha
* spin multiplicity: 1
* total energy: -307.64312 hartree


(2)
C4H22N2O8 | ωB97M-V with the def2-TZVPD basis set

```
36
Properties=species:S:1:pos:R:3:forces:R:3:lowdin_charge:R:1
C -1.118 -2.368 1.645 -0.1825 -1.0789 1.7445 -0.079
C -1.293 -1.361 0.600 -3.5816 -0.8630 -3.4469 -0.332
C -0.879 -0.116 0.340 0.8342 1.1317 0.3103 -0.142
N -1.436 0.378 -0.813 -2.3643 -2.5821 -0.7703 0.029
C -2.303 -0.642 -1.308 1.8335 0.1887 2.6183 -0.148
N -2.226 -1.662 -0.486 0.2905 -0.3295 -0.0755 0.078
H -1.968 -2.806 2.254 -0.0790 1.1994 -1.2300 0.106
H -0.699 -3.305 1.279 0.5951 0.3484 -0.0644 0.056
H -0.571 -1.884 2.436 0.9109 -0.2613 0.3074 0.049
H -0.198 0.460 0.913 0.2376 0.5803 0.1907 0.079
H -1.629 1.296 -1.120 0.5727 1.5871 0.1059 0.088
H -2.913 -0.565 -2.216 0.4360 0.0635 0.5819 0.126
O 0.360 -0.022 -2.689 1.7745 -1.8821 2.6864 -0.123
H 0.225 0.778 -2.104 -0.1673 -1.7526 -0.7507 0.031
H 0.789 -0.751 -2.026 -1.7796 2.6532 -2.2535 0.150
O 2.411 1.641 1.251 -1.3411 4.7287 2.0523 0.053
H 3.140 1.915 0.766 2.2219 1.4006 -1.3473 0.049
H 2.433 0.774 1.116 -0.3918 -6.3759 -0.6018 -0.048
O 0.311 -3.995 -0.642 1.8618 -1.9049 1.0945 -0.048
H 1.025 -3.407 -0.356 -1.0687 0.2720 -0.7955 0.028
H -0.447 -3.701 -1.107 -0.6836 1.5493 -0.5167 0.011
O -1.154 0.283 3.049 -3.3277 1.9826 1.3201 -0.106
H -1.129 0.951 3.784 0.6255 -0.9256 -0.6689 0.064
H -2.171 0.389 2.884 2.6947 -0.7880 -0.1242 0.118
O 0.179 2.926 0.698 2.5938 -0.4347 0.3268 -0.090
H 1.070 2.636 1.138 -1.8254 0.3962 -1.4764 0.050
H -0.371 2.989 1.454 -1.2002 0.2124 1.0409 0.014
O -0.986 3.263 -1.871 -0.6265 -1.3058 -2.6008 -0.035
H -0.195 2.938 -2.342 -0.4178 0.6488 0.4452 0.042
H -0.735 3.606 -1.048 1.1055 0.5957 1.9350 -0.022
O 2.430 -1.433 0.831 6.1040 1.3503 0.4509 0.040
H 1.578 -1.589 0.736 -6.7107 -0.9542 -0.8544 -0.080
H 2.637 -1.829 1.673 0.3879 -0.2026 0.4784 0.070
O 2.209 1.720 -3.142 -0.7123 -2.3769 -0.3491 -0.106
H 1.789 1.723 -2.287 0.3711 1.0916 0.9447 -0.028
H 1.836 0.767 -3.289 1.0091 2.0376 -0.7076 0.056
```
Forces are in eV/Å.

* E_LUMO: -0.00347 Eh
* orbital gap: 0.321 Ha
* spin multiplicity: 1
* total energy: -876.94578 hartree


(3)
C7H6Cl2LaN2O3Pm | ωB97M-V with the def2-TZVPD basis set

```
22
Properties=species:S:1:pos:R:3:forces:R:3:lowdin_charge:R:1
La -0.554 0.197 -3.984 -6.5009 1.0722 2.7702 1.713
Pm 0.718 0.399 -0.629 -1.1835 -2.1791 2.3339 1.427
Cl -0.845 -1.589 -1.910 0.9122 1.0271 -0.5622 -0.020
Cl -0.523 2.348 -1.988 0.4800 -1.2756 -0.5404 -0.043
C 1.947 2.364 0.161 3.9461 7.3365 2.8065 -0.051
C 0.710 -1.579 -4.903 4.0936 -8.6417 -4.8289 -0.113
C 0.829 1.468 -5.428 4.5648 5.9304 -6.9653 -0.094
O 2.440 3.353 0.538 -2.8145 -5.6904 -2.1468 0.229
O 1.044 -2.548 -5.462 -1.8391 5.5480 3.2323 0.270
O 1.211 2.176 -6.265 -1.9218 -3.6634 4.3575 0.277
C -0.733 1.356 2.679 -0.0213 -0.2853 0.1413 0.045
C -0.564 -0.094 2.399 -0.4169 -0.3624 1.1197 -0.355
N -0.063 -0.618 1.276 0.3859 -0.3621 -0.9020 -0.185
C -0.068 -2.045 1.435 -0.1746 0.5520 0.1210 -0.111
C -0.579 -2.332 2.662 -0.0374 0.3617 -0.0011 0.042
N -0.885 -1.074 3.255 0.7684 -0.7463 -1.6841 0.191
H -1.791 1.563 2.894 0.3155 0.1767 0.0246 0.128
H -0.104 1.629 3.538 -0.2655 0.1764 -0.1967 0.130
H -0.428 1.945 1.804 -0.0749 0.1160 0.1263 0.054
H 0.267 -2.672 0.606 -0.1631 -0.0419 0.6746 0.097
H -0.760 -3.313 3.147 0.1262 0.9901 -0.2813 0.172
H -1.268 -0.932 4.174 -0.1790 -0.0389 0.4010 0.198
```
Forces are in eV/Å.

* E_LUMO (spin up / spin down): -0.61993 / -0.61928 Eh
* orbital gap (spin up / spin down): 0.169 / 0.170 Ha
* spin multiplicity: 5
* net charge: +4
* total energy: -2164.31604 hartree


(4)
C31H61NO8 | ωB97M-V with the def2-TZVPD basis set

```
101
Properties=species:S:1:pos:R:3:forces:R:3:lowdin_charge:R:1
N -1.531 -0.189 0.239 -0.1367 -0.1094 0.5638 0.024
C -1.052 1.100 0.705 -0.3607 0.1363 -0.0970 -0.266
C -0.146 1.903 -0.243 0.4077 -0.0371 0.0020 -0.162
C 0.955 1.084 -0.950 -0.0752 -0.0570 0.1163 -0.130
C 0.702 0.697 -2.404 0.4042 0.0218 -0.1862 -0.282
C 0.448 1.905 -3.326 -0.2023 0.3681 -0.7107 -0.110
C -0.995 1.729 -3.834 0.1852 -0.2089 0.6583 -0.064
C -1.499 0.541 -3.046 -0.0782 -0.0663 -0.0384 -0.485
O -2.636 0.218 -2.841 0.0491 -0.1221 -0.1815 0.113
O -0.448 -0.166 -2.566 -0.0233 0.2318 0.3444 0.028
H -0.796 -0.745 -0.171 -0.0800 -0.0007 -0.1091 0.021
H -2.324 -0.134 -0.382 0.2169 0.0746 -0.2676 0.053
H -0.543 0.965 1.666 0.1319 -0.0091 -0.1913 0.092
H -1.936 1.714 0.919 0.1376 -0.0665 0.0722 0.109
H -0.730 2.461 -0.989 -0.0627 -0.1332 0.1072 0.107
H 0.370 2.656 0.362 -0.1994 0.0657 -0.0941 0.090
H 1.199 0.184 -0.370 -0.0286 0.1076 -0.0627 0.111
H 1.873 1.686 -0.982 -0.0618 -0.1205 0.0296 0.121
H 1.560 0.116 -2.758 -0.1437 0.0354 0.0414 0.146
H 0.560 2.874 -2.835 0.0587 -0.2463 0.2534 0.110
H 1.135 1.924 -4.176 0.0184 -0.1444 0.1895 0.113
H -1.656 2.566 -3.606 0.1078 0.0191 -0.3412 0.119
H -1.034 1.471 -4.893 -0.2234 0.2159 0.0923 0.120
C 1.411 7.032 1.894 0.0395 -0.0051 -0.0005 -0.170
C 1.450 7.342 0.398 -0.0390 0.0072 -0.0003 -0.170
C 1.791 5.976 -0.186 0.0176 -0.0019 0.0233 -0.206
O 1.212 5.011 0.692 0.0272 0.0008 -0.0258 -0.158
C 0.790 5.641 1.902 -0.0227 -0.0022 0.0002 -0.202
H 0.836 7.751 2.476 -0.0096 0.0072 -0.0110 0.110
H 2.425 6.998 2.298 -0.0021 -0.0055 0.0010 0.113
H 0.465 7.666 0.055 0.0010 -0.0054 -0.0032 0.113
H 2.175 8.107 0.127 0.0110 -0.0008 0.0128 0.110
H 2.875 5.820 -0.222 0.0021 0.0223 -0.0114 0.117
H 1.387 5.828 -1.188 -0.0035 -0.0194 0.0014 0.115
H -0.304 5.695 1.912 0.0016 0.0145 0.0167 0.119
H 1.113 5.031 2.746 -0.0014 -0.0245 -0.0124 0.117
C -4.030 3.564 -8.093 -0.0272 -0.0302 0.0025 -0.170
C -4.549 4.136 -6.775 0.0275 0.0306 -0.0012 -0.169
C -3.936 3.176 -5.763 -0.0176 -0.0483 -0.0108 -0.201
O -2.695 2.744 -6.326 0.0133 0.0298 -0.0668 -0.162
C -2.625 3.124 -7.701 -0.0097 0.0319 0.0168 -0.204
H -4.031 4.280 -8.913 0.0006 0.0136 0.0071 0.110
H -4.628 2.701 -8.391 0.0060 -0.0030 0.0015 0.114
H -4.162 5.146 -6.624 0.0016 -0.0038 0.0038 0.113
H -5.635 4.173 -6.711 -0.0057 -0.0109 -0.0089 0.111
H -4.576 2.303 -5.601 -0.0129 0.0096 0.0099 0.123
H -3.741 3.641 -4.795 0.0173 -0.0097 0.0061 0.114
H -1.909 3.946 -7.808 -0.0084 0.0026 -0.0226 0.117
H -2.265 2.274 -8.283 0.0100 -0.0101 0.0157 0.117
C -0.050 -4.771 -0.634 0.1468 0.1089 0.1216 -0.165
C 0.018 -4.967 0.881 -0.0517 0.0005 0.0069 -0.162
C 1.050 -3.922 1.288 0.0129 -0.0363 -0.0082 -0.206
O 0.920 -2.848 0.358 0.0372 -0.0011 -0.0629 -0.167
C 0.098 -3.261 -0.742 -0.0848 0.0568 -0.0673 -0.199
H -0.966 -5.143 -1.083 -0.0156 -0.0246 -0.0063 0.101
H 0.790 -5.274 -1.118 -0.0127 -0.0173 -0.0066 0.116
H -0.949 -4.737 1.333 0.0059 0.0070 0.0026 0.117
H 0.305 -5.975 1.180 0.0093 -0.0027 -0.0144 0.106
H 2.068 -4.327 1.225 -0.0071 -0.0094 0.0158 0.118
H 0.894 -3.536 2.297 0.0000 0.0177 -0.0033 0.112
H -0.874 -2.764 -0.659 -0.0142 -0.0455 -0.0302 0.110
H 0.571 -2.937 -1.670 0.0017 0.0189 0.0067 0.118
C 3.986 0.149 3.688 -0.0153 -0.0982 0.0708 -0.162
C 3.403 -1.021 2.896 0.0304 0.0670 -0.0549 -0.158
C 1.939 -0.620 2.792 -0.0779 -0.0353 -0.0248 -0.205
O 1.915 0.811 2.772 -0.0191 0.0516 -0.0098 -0.157
C 3.201 1.324 3.125 0.0094 0.0002 -0.0432 -0.200
H 5.063 0.265 3.571 -0.0001 0.0074 -0.0284 0.112
H 3.764 0.035 4.750 0.0363 0.0291 0.0007 0.092
H 3.854 -1.073 1.902 -0.0251 -0.0099 -0.0113 0.114
H 3.536 -1.988 3.380 0.0102 0.0034 0.0204 0.110
H 1.371 -0.964 3.665 0.0164 -0.0460 0.0032 0.108
H 1.453 -1.000 1.893 -0.0159 0.0354 0.0195 0.092
H 3.679 1.732 2.226 0.0104 0.0038 0.0096 0.115
H 3.072 2.131 3.848 -0.0197 -0.0050 0.0069 0.112
C 0.600 0.493 7.817 0.0252 -0.0154 0.0337 -0.166
C 1.023 1.931 8.107 -0.0219 0.0185 -0.0306 -0.169
C 2.508 1.889 7.768 -0.0279 -0.0281 0.0161 -0.202
O 2.650 0.921 6.729 0.0461 0.0004 0.0101 -0.160
C 1.442 0.169 6.590 -0.0510 0.0477 -0.0546 -0.206
H -0.467 0.378 7.634 -0.0044 0.0151 -0.0074 0.112
H 0.876 -0.157 8.651 0.0029 -0.0020 -0.0044 0.113
H 0.501 2.618 7.438 0.0066 0.0011 -0.0026 0.114
H 0.836 2.246 9.133 -0.0005 -0.0143 0.0081 0.110
H 3.104 1.575 8.632 -0.0140 0.0155 0.0134 0.116
H 2.892 2.846 7.413 0.0172 -0.0067 -0.0144 0.116
H 0.938 0.477 5.667 -0.0090 -0.0093 0.0058 0.116
H 1.694 -0.889 6.510 0.0239 0.0011 -0.0019 0.119
C -2.103 -9.484 -2.817 0.0364 -0.0152 -0.0019 -0.170
C -2.049 -9.653 -1.300 -0.0368 0.0129 0.0034 -0.169
C -1.031 -8.590 -0.909 0.0211 0.0033 -0.0103 -0.205
O -1.169 -7.535 -1.863 -0.0221 -0.0558 -0.0351 -0.160
C -1.976 -7.973 -2.959 -0.0246 0.0009 0.0233 -0.201
H -3.013 -9.873 -3.270 -0.0103 0.0005 0.0111 0.111
H -1.249 -9.982 -3.282 0.0006 0.0053 -0.0008 0.113
H -3.023 -9.425 -0.861 0.0035 0.0042 0.0021 0.114
H -1.756 -10.652 -0.979 0.0083 -0.0054 -0.0119 0.111
H -0.009 -8.981 -0.958 -0.0072 -0.0184 0.0132 0.119
H -1.198 -8.184 0.089 0.0067 0.0201 -0.0033 0.114
H -2.955 -7.486 -2.896 -0.0069 -0.0129 -0.0164 0.119
H -1.498 -7.668 -3.890 0.0119 0.0165 0.0077 0.117
```
Forces are in eV/Å.

* E_LUMO: 0.03034 Eh
* orbital gap: 0.324 Ha
* spin multiplicity: 1
* total energy: -1874.37502 hartree